# C26H53N2O5PS

2 unconnected molecules or ions with the total composition C26H53N2O5PS in a non-equilibrium geometry (wB97M-V/def2-TZVPD, the OMol25 dataset).

Calculated values
Lowest unoccupied orbital energy (alpha / beta) in eV: 1.6508 / 1.1482
F_max in eV/A: 7.7
HOMO-LUMO gap (alpha / beta) in eV: 3.70 / 3.20
HOMO energy (alpha / beta) in eV: -2.05 / -2.05
Electronic energy in hartree: -2247.23657

ORCA input file:
```
! wB97M-V def2-TZVPD RIJCOSX def2/J DEFGRID3
* xyz -1 2
C -4.028 3.890 -2.745
C -5.154 2.738 -3.047
P -4.494 0.952 -3.135
C -3.518 0.587 -4.733
C -4.179 1.215 -6.102
C -3.579 0.403 -1.553
C -1.979 0.843 -1.705
C -0.983 -0.391 -2.098
C -0.392 -1.268 -0.857
C -0.658 -0.673 0.641
S 0.400 -1.706 1.831
O 0.315 -3.223 1.410
O -0.062 -1.609 3.307
O 2.067 -1.249 1.633
C -4.137 1.205 -0.226
C -5.443 0.521 0.489
C -4.992 0.000 1.975
C -6.515 1.777 0.759
N -6.198 -0.480 -0.350
O -7.096 -1.092 0.474
C -5.342 -1.600 -0.882
C -5.324 -2.962 0.051
C -6.052 -2.073 -2.322
C -3.800 -1.195 -1.262
H -4.201 4.243 -1.620
H -2.921 3.531 -2.885
H -4.232 4.868 -3.397
H -5.667 2.974 -4.091
H -6.025 2.846 -2.241
H -2.385 0.959 -4.711
H -3.466 -0.592 -4.871
H -4.022 2.377 -6.215
H -3.644 0.680 -7.013
H -5.329 0.983 -6.211
H -1.606 1.512 -0.796
H -1.967 1.586 -2.639
H -1.513 -1.089 -2.906
H -0.055 0.083 -2.668
H 0.788 -1.321 -1.003
H -0.757 -2.399 -0.975
H -1.779 -0.593 0.964
H -0.174 0.418 0.662
H 2.658 -1.893 2.130
H -4.309 2.370 -0.418
H -3.261 1.170 0.582
H -4.390 0.903 2.474
H -4.257 -0.911 1.987
H -5.943 -0.146 2.677
H -7.005 2.111 -0.263
H -7.351 1.500 1.534
H -5.923 2.710 1.186
H -4.512 -3.679 -0.449
H -6.335 -3.564 0.038
H -4.969 -2.792 1.152
H -6.472 -1.151 -2.937
H -6.995 -2.777 -2.124
H -5.304 -2.739 -2.968
H -3.477 -1.774 -2.253
H -3.117 -1.637 -0.404
C 8.587 1.863 2.389
C 8.448 0.368 2.752
C 7.536 0.215 3.998
C 6.057 0.502 3.762
C 5.599 0.232 2.333
C 6.484 -0.766 1.543
N 7.868 -0.259 1.549
O 8.749 -1.068 0.846
C 5.952 -0.758 0.084
C 6.298 -2.190 2.113
C 9.853 -0.134 3.193
H 9.258 2.002 1.535
H 8.999 2.440 3.226
H 7.626 2.313 2.125
H 7.627 -0.805 4.390
H 7.892 0.865 4.811
H 5.467 -0.104 4.461
H 5.837 1.546 4.013
H 4.555 -0.107 2.352
H 5.579 1.192 1.800
H 6.102 0.222 -0.385
H 4.876 -0.972 0.057
H 6.447 -1.510 -0.541
H 5.243 -2.489 2.064
H 6.606 -2.277 3.159
H 6.863 -2.935 1.542
H 10.215 0.434 4.060
H 10.604 -0.008 2.405
H 9.830 -1.191 3.483
*
```